{"formula": "C21H29Cl2LuO4", "method": "the ωB97M-V functional and the def2-TZVPD basis", "gap_ev": 7.44, "mol_weight_g_mol": 591.33, "homo_energy_ev": -7.1, "fmax_ha_per_bohr": 0.0979, "symbols": ["Lu", "Cl", "Cl", "O", "O", "O", "O", "C", "C", "C", "C", "C", "C", "C", "C", "C", "C", "C", "C", "C", "C", "C", "C", "C", "C", "C", "C", "C", "H", "H", "H", "H", "H", "H", "H", "H", "H", "H", "H", "H", "H", "H", "H", "H", "H", "H", "H", "H", "H", "H", "H", "H", "H", "H", "H", "H", "H"], "xyz": [[0.109, 1.547, -1.072], [-0.363, -2.756, -1.180], [2.479, -2.789, -0.354], [2.265, 2.975, -0.895], [1.019, 4.284, -3.040], [2.245, -1.159, -3.336], [1.087, -0.129, -1.681], [-1.918, 2.451, -1.819], [0.166, 6.332, -1.947], [-2.174, 0.323, -0.968], [2.115, 4.776, -3.969], [2.772, 4.171, -0.248], [3.340, 2.574, -1.900], [-1.480, 1.513, -2.821], [-2.328, 1.707, -0.668], [1.604, 6.188, -4.063], [-1.658, 0.204, -2.283], [1.506, 1.776, 1.641], [4.282, 4.143, -0.489], [1.600, -1.172, -2.301], [-0.799, 5.538, -4.109], [-0.479, 0.593, 1.608], [1.338, -2.564, -1.681], [0.092, 1.882, 1.851], [0.571, -0.287, 1.206], [1.785, 0.460, 1.182], [0.435, 5.605, -3.232], [4.594, 2.748, -1.056], [2.258, 2.504, 1.951], [-1.529, -0.727, -2.830], [-1.982, 3.526, -1.958], [-0.612, 5.814, -1.379], [2.768, 0.075, 0.915], [-0.435, 2.766, 2.211], [-2.771, 2.121, 0.240], [4.564, 1.983, -0.245], [1.531, -3.326, -2.438], [5.555, 2.664, -1.593], [-0.577, 5.045, -5.061], [-1.614, 5.019, -3.605], [0.489, -1.366, 1.082], [-1.168, 1.751, -3.838], [3.114, 4.723, -3.498], [3.214, 3.343, -2.697], [3.149, 1.621, -2.444], [2.331, 5.089, -0.673], [-0.198, 7.326, -2.206], [4.821, 4.334, 0.438], [-1.144, 6.548, -4.353], [-2.479, -0.519, -0.344], [2.237, 6.922, -3.571], [4.533, 4.925, -1.218], [1.075, 6.464, -1.360], [-1.512, 0.295, 1.806], [2.502, 4.195, 0.820], [1.321, 6.529, -5.058], [2.067, 4.252, -4.936]], "mulliken_charge": [1.752, -0.127, -0.147, 0.045, -0.306, -0.648, -0.634, -0.478, -1.822, -0.249, -0.429, 0.374, 0.024, -0.543, -0.858, -0.983, -0.746, -0.522, -0.766, 0.255, -1.581, -0.934, 0.248, -1.072, -0.544, -0.451, 1.597, -0.660, 0.862, 0.611, 0.464, 0.248, 0.401, 0.438, 0.441, 0.247, 0.396, 0.395, 0.386, 0.258, 0.594, 0.571, 0.440, -0.464, 0.269, -0.762, 0.463, 0.348, 0.434, 0.384, 0.306, 0.358, 0.417, 0.595, 0.474, 0.354, 0.277]}


{"formula": "C21H29Cl2MgO4", "method": "the ωB97M-V functional and the def2-TZVPD basis", "gap_ev": 4.62, "mol_weight_g_mol": 440.67, "homo_energy_ev": -2.6, "total_charge": -1, "fmax_ha_per_bohr": 0.0486, "symbols": ["Cl", "Cl", "Mg", "O", "O", "O", "O", "C", "C", "C", "C", "C", "C", "C", "C", "C", "C", "C", "C", "C", "C", "C", "C", "C", "C", "C", "C", "C", "H", "H", "H", "H", "H", "H", "H", "H", "H", "H", "H", "H", "H", "H", "H", "H", "H", "H", "H", "H", "H", "H", "H", "H", "H", "H", "H", "H", "H"], "xyz": [[1.145, -1.692, 4.542], [-0.072, 0.938, 5.218], [0.236, 0.306, 1.519], [0.402, -0.036, -0.635], [-1.079, -0.472, 2.687], [-2.701, 1.964, -1.051], [-2.442, -1.437, 4.254], [0.693, -2.928, -0.196], [-2.808, 2.376, -2.455], [1.356, 1.741, -1.966], [3.353, -0.643, 2.443], [2.484, 0.467, 2.641], [1.492, -3.506, 1.890], [3.780, -0.653, 1.101], [-4.181, 3.001, -2.726], [-4.001, 2.109, -0.455], [-0.331, -0.800, 4.989], [0.938, 0.292, -2.013], [2.054, -0.584, -2.517], [-0.898, -0.334, -1.256], [-5.010, 2.668, -1.475], [-0.391, -0.108, -2.667], [2.418, 1.189, 1.390], [2.559, -3.607, 0.964], [2.064, -3.288, -0.332], [-1.401, -0.911, 3.879], [0.332, -3.079, 1.176], [3.268, 0.497, 0.466], [2.925, -0.592, -1.854], [1.722, -1.609, -2.681], [1.479, 2.164, -2.971], [-4.082, 4.080, -2.865], [0.030, -2.645, -1.023], [-4.308, 1.118, -0.097], [-1.986, 3.071, -2.693], [-3.923, 2.773, 0.416], [3.576, -3.906, 1.190], [1.989, 2.194, 1.253], [-5.753, 1.896, -1.698], [2.135, 0.852, 3.603], [2.382, -0.179, -3.488], [2.620, -3.381, -1.259], [-1.650, 0.409, -0.959], [1.560, -3.692, 2.960], [-5.537, 3.546, -1.100], [0.663, 2.353, -1.383], [-1.218, -1.347, -0.986], [-2.678, 1.495, -3.107], [3.617, 0.876, -0.497], [4.422, -1.401, 0.636], [-0.924, 0.669, -3.216], [-0.678, -1.231, 5.933], [-4.645, 2.582, -3.619], [-0.332, -1.036, -3.239], [2.326, 1.798, -1.460], [-0.666, -2.978, 1.587], [3.677, -1.349, 3.201]], "mulliken_charge": [-0.106, -0.204, 1.184, -0.052, -0.681, -0.352, -0.689, -0.327, -0.274, -1.377, -0.652, -0.790, -0.546, -0.796, -0.582, -0.476, 0.097, 1.659, -1.772, -0.004, -0.505, -0.694, -1.184, -0.786, -0.953, 0.066, -0.847, -0.537, 0.249, 0.399, 0.434, 0.252, 0.716, 0.253, 0.297, 0.286, 0.466, 0.755, 0.254, 0.785, 0.450, 0.439, -0.216, 0.663, 0.299, 0.208, 0.352, 0.192, 0.992, 0.422, 0.138, 0.345, 0.273, 0.360, 0.189, 0.477, 0.451]}


{"formula": "C21H29Cl3O10", "method": "the ωB97M-V functional and the def2-TZVPD basis", "gap_ev": 7.87, "mol_weight_g_mol": 547.81, "homo_energy_ev": -9.6, "fmax_ha_per_bohr": 0.0466, "smiles": "O=C1C=C(O)C(=O)C=C1O.O=C1C=C(O)C(=O)C=C1O.ClC(Cl)Cl.CCOCC.CCOCC", "symbols": ["Cl", "Cl", "Cl", "O", "O", "O", "O", "O", "O", "O", "O", "O", "O", "C", "C", "C", "C", "C", "C", "C", "C", "C", "C", "C", "C", "C", "C", "C", "C", "C", "C", "C", "C", "C", "H", "H", "H", "H", "H", "H", "H", "H", "H", "H", "H", "H", "H", "H", "H", "H", "H", "H", "H", "H", "H", "H", "H", "H", "H", "H", "H", "H", "H"], "xyz": [[-0.840, 1.293, -0.870], [2.004, 1.896, -0.911], [1.032, -0.913, -1.155], [-1.457, -3.578, -1.109], [4.715, 5.490, -3.145], [1.759, -5.220, 3.906], [-1.760, -1.719, 0.813], [-0.242, -3.723, 2.992], [4.942, -1.979, 2.795], [-4.332, -6.413, 1.336], [-4.531, -4.582, 3.298], [-4.312, -0.097, 0.134], [2.920, -0.543, 1.611], [5.974, 6.311, -4.996], [-3.766, -4.283, 2.235], [-3.760, -5.367, 1.172], [3.449, 5.179, -2.594], [3.422, -3.648, 3.357], [-2.260, -3.878, -0.072], [-2.959, -5.005, -0.020], [3.629, 4.933, -1.105], [2.057, -4.123, 3.474], [-2.321, -2.777, 0.958], [3.699, -2.495, 2.747], [-3.588, 1.042, 2.090], [1.306, -2.114, 2.262], [2.652, -1.572, 2.178], [-4.163, 1.185, 0.675], [0.996, -3.240, 2.914], [-4.788, -0.235, -1.166], [0.743, 0.684, -0.489], [-3.791, 0.219, -2.228], [4.629, 6.231, -4.341], [-3.191, -3.087, 2.083], [6.794, 6.531, -4.309], [5.087, -1.356, 2.067], [3.040, 4.288, -3.086], [0.876, 0.630, 0.584], [-5.748, 0.289, -1.305], [4.212, 7.231, -4.179], [-2.902, -0.420, -2.273], [6.000, 7.023, -5.823], [-4.828, -5.503, 3.176], [-0.193, -4.556, 3.497], [4.383, 4.156, -0.963], [-5.118, -1.266, -1.313], [6.279, 5.369, -5.463], [-3.557, 1.862, 0.063], [-3.376, -2.359, 2.864], [2.693, 4.690, -0.608], [-4.124, 0.187, -3.266], [-5.169, 1.633, 0.760], [3.953, 5.715, -5.036], [-3.874, 1.908, 2.688], [-1.110, -2.676, -0.976], [4.069, 5.810, -0.625], [-2.500, 1.057, 2.036], [4.227, -4.204, 3.817], [-3.991, 0.122, 2.502], [0.505, -1.513, 1.841], [-3.398, 1.204, -1.983], [2.802, 6.054, -2.742], [-2.898, -5.778, -0.776]], "mulliken_charge": [-0.137, -0.122, -0.143, -0.649, -0.313, -0.628, -0.285, -0.373, -0.538, -0.609, -0.601, -0.209, -0.526, -1.232, 0.358, 0.953, -0.079, -0.851, 0.313, -0.940, -1.296, 1.082, 0.940, 0.242, -0.861, -0.242, 0.370, -0.311, 0.117, -0.379, 0.239, -0.873, -0.171, -0.878, 0.318, 0.340, 0.246, 0.064, 0.338, 0.294, 0.125, 0.369, 0.360, 0.331, 0.293, 0.312, 0.293, 0.276, 0.381, 0.368, 0.414, 0.336, 0.276, 0.444, 0.256, 0.348, 0.091, 0.428, 0.138, 0.265, 0.205, 0.295, 0.424]}


Q: Which formula does entry 2 have?
A: C21H29Cl2MgO4